1.
C6H10N | the ωB97M-V functional and the def2-TZVPD basis

Geometry as XYZ:
```
17
Properties=species:S:1:pos:R:3:forces:R:3:lowdin_charge:R:1
C 0.02840 0.82010 0.21959 -0.720 -0.254 0.436 0.0569
C 0.36259 -0.10074 -0.86298 -0.072 0.444 0.584 0.1890
C 0.48196 1.49397 -0.93769 1.954 -0.648 0.626 -0.1581
C -0.21697 -0.53170 0.37261 0.759 2.243 0.202 -0.2972
C 1.91110 2.03915 -0.86175 -1.764 -0.444 -0.201 -0.0141
C 0.16108 -1.55107 1.40186 -1.932 -1.231 -0.142 -0.0010
N -2.03035 -1.01347 0.06293 -0.627 3.735 -0.052 0.1718
H -0.10002 2.07124 -1.63219 -0.888 -0.279 -0.097 0.1412
H 2.33855 1.82325 -1.78036 1.205 -0.993 -1.814 0.0721
H 2.50195 1.65773 -0.06020 0.236 -0.005 0.573 0.0952
H 1.84887 3.08808 -0.96784 -0.042 1.413 0.821 0.0850
H -0.35430 -2.35751 0.82709 0.624 -0.633 1.603 0.0975
H -0.18681 -1.45391 2.49698 0.042 0.223 -2.104 0.1404
H 1.19862 -1.80302 1.42817 0.782 0.280 -0.304 0.0887
H -2.53810 -0.24947 -0.41738 0.989 0.131 -0.157 0.1352
H -2.73199 -1.13105 0.75777 -0.265 -1.644 1.150 0.1127
H -1.90857 -1.65965 -0.65023 -0.282 -2.337 -1.125 0.0846
```
Forces are in eV/Å.

## Properties
Kohn-Sham gap   10.665 eV
Total charge   +1


2.
C6H10N | the ωB97M-V functional and the def2-TZVPD basis

Geometry as XYZ:
```
17
Properties=species:S:1:pos:R:3:forces:R:3:lowdin_charge:R:1
C 2.33694 1.66556 -1.70695 -2.449 -1.250 0.827 0.0877
C 1.12969 1.12946 -1.36865 -0.430 1.470 -0.274 -0.1438
C 0.87625 0.03217 -0.42513 -0.414 -0.457 0.794 -0.0075
C -0.19864 -0.43373 0.32021 1.365 -0.991 -0.262 -0.2687
C -0.25546 -1.94130 0.62026 -0.427 1.325 0.810 -0.0275
N -1.33687 0.30347 0.72918 0.544 3.295 -1.981 0.0456
C -2.34300 0.00890 1.47214 -0.601 0.883 0.106 0.1545
H 2.34052 2.45749 -2.39771 0.078 0.843 -0.814 0.0575
H 3.26454 1.37517 -1.30686 0.967 -0.555 0.535 0.0625
H 0.24442 1.61684 -1.88633 0.958 -0.784 0.839 0.1233
H 1.71973 -0.66976 -0.26159 -0.485 0.450 -0.653 0.1333
H -0.19618 -2.19500 1.67386 0.113 0.300 0.509 0.0760
H 0.66956 -2.39924 0.18882 -1.670 -0.173 -0.290 0.1052
H -1.34298 -2.18654 0.39995 1.655 -0.760 -0.743 0.1080
H -1.31138 1.35245 0.34631 -0.247 -2.881 0.956 0.2413
H -3.12931 0.78845 1.55243 0.707 -0.638 0.134 0.1312
H -2.46782 -0.90440 2.05006 0.336 -0.076 -0.494 0.1213
```
Forces are in eV/Å.

## Properties
Kohn-Sham gap   7.397 eV
Total charge   +1


3.
C6H10N | the ωB97M-V functional and the def2-TZVPD basis

Geometry as XYZ:
```
17
Properties=species:S:1:pos:R:3:forces:R:3:lowdin_charge:R:1
C -2.63510 1.23859 -0.66331 -2.167 -3.671 2.633 0.0324
C -3.17266 0.35209 -0.01736 -0.267 0.829 -0.622 0.0417
C 0.72301 0.07845 -1.47084 -0.527 -0.361 2.552 0.2099
C 1.00160 0.58655 -0.34528 -0.261 -1.286 0.026 -0.1959
C 1.75830 1.37324 0.56839 -2.336 2.763 -0.115 0.0266
C 0.20950 -1.78076 0.31621 -3.296 -1.492 -3.526 0.0071
N -0.07674 -0.43503 -0.22184 -0.115 0.244 -0.877 -0.0268
H -2.27891 1.98761 -1.23776 1.068 2.008 -1.445 0.0100
H -3.83596 -0.37216 0.51238 1.194 0.957 -0.671 0.0777
H 0.55465 -0.20467 -2.43596 0.103 -0.491 -2.323 0.1112
H 1.84429 2.24226 -0.07115 0.437 0.926 0.115 0.1117
H 2.73585 1.14479 0.79991 1.912 -1.279 0.631 0.0830
H 1.14819 1.72784 1.41637 0.422 -0.501 -0.160 0.1260
H -0.00421 -2.48428 -0.58788 0.695 0.821 1.795 0.1451
H 1.12260 -1.94616 0.72520 3.267 0.225 0.472 0.0607
H -0.41936 -2.11412 1.11746 -1.099 0.507 0.269 0.0908
H -1.07998 -0.15662 -0.41499 0.969 -0.198 1.246 0.0889
```
Forces are in eV/Å.

## Properties
Kohn-Sham gap   11.551 eV
Total charge   +1


4.
C6H10N | the ωB97M-V functional and the def2-TZVPD basis

Geometry as XYZ:
```
17
Properties=species:S:1:pos:R:3:forces:R:3:lowdin_charge:R:1
C 0.48848 -2.08182 -2.17971 2.025 2.632 0.864 0.1597
C 1.13577 -1.05282 -1.90285 -2.428 -2.180 -1.138 -0.1552
C 1.62740 0.22252 -1.47376 -3.457 -1.747 2.287 0.0868
C 0.17394 0.58146 0.24828 1.734 -2.163 -3.351 -0.0062
C 0.39878 1.80335 0.98370 -5.114 -1.158 -0.627 0.0100
C -1.71456 -0.57217 1.32559 -0.649 -0.080 2.750 -0.0179
N -0.58462 -0.44486 0.41984 -0.486 2.703 0.707 0.0462
H 0.05947 -3.04478 -2.42816 0.228 0.530 0.059 0.0623
H 2.45118 0.12062 -0.86053 1.857 0.149 1.156 0.0610
H 1.53152 1.11891 -2.00971 -0.298 0.848 -0.931 0.0784
H -0.15174 1.68346 1.89342 0.305 0.737 1.096 0.0941
H 0.04173 2.65777 0.41159 -0.704 -0.007 -0.169 0.1328
H 1.35999 1.98275 0.94076 5.172 0.730 0.920 0.0436
H -2.68461 -0.22767 1.02036 -0.127 0.548 -1.266 0.0983
H -1.93767 -1.60043 1.62985 0.759 -0.054 -0.346 0.1073
H -1.58399 -0.02286 2.28169 0.504 -0.281 -0.631 0.1063
H -0.61107 -1.12345 -0.30037 0.678 -1.207 -1.381 0.0924
```
Forces are in eV/Å.

## Properties
Kohn-Sham gap   9.317 eV
Total charge   +1


5.
C6H10N2 | the ωB97M-V functional and the def2-TZVPD basis

Geometry as XYZ:
```
18
Properties=species:S:1:pos:R:3:forces:R:3:lowdin_charge:R:1
H 0.64007 -2.70115 -0.26143 -0.261 0.050 -0.138 0.0471
N 0.18861 -2.61045 0.65178 -0.461 1.645 0.496 0.1110
C -0.45581 -1.49935 0.75550 -0.906 -1.230 -0.189 -0.2039
C -0.76234 -0.60899 -0.42576 -2.030 -1.624 1.574 -0.2462
C -2.13519 -0.67208 -0.99477 0.225 -0.514 -0.954 -0.0463
C 0.14245 0.34550 -0.62328 2.134 2.437 -0.098 -0.1255
C 1.61333 0.27776 -0.53949 0.466 1.102 -0.838 -0.1239
N 0.91929 0.74379 0.61403 0.301 -1.299 0.431 -0.1290
C 1.01361 2.15220 0.95208 -0.390 0.481 -0.168 -0.0906
H -1.01214 -1.26253 1.67353 0.454 -0.290 0.063 0.1139
H -2.30417 0.12718 -1.72264 0.123 -0.168 0.114 0.0825
H -2.28077 -1.63822 -1.48765 -0.305 -0.008 0.034 0.0848
H -2.89268 -0.57449 -0.21052 0.149 -0.070 0.069 0.0877
H 2.14226 1.00782 -1.13844 0.426 -0.016 0.014 0.1000
H 2.07764 -0.69151 -0.41362 0.063 -0.152 -0.273 0.1037
H 1.71462 2.70652 0.31708 -0.022 -0.118 -0.043 0.0758
H 0.04077 2.65193 0.86462 0.088 -0.152 0.058 0.0811
H 1.35042 2.24608 1.98898 -0.054 -0.075 -0.151 0.0778
```
Forces are in eV/Å.

## Properties
Kohn-Sham gap (spin up / spin down)   8.082 / 7.119 eV


6.
C6H10N2 | the ωB97M-V functional and the def2-TZVPD basis

Geometry as XYZ:
```
18
Properties=species:S:1:pos:R:3:forces:R:3:lowdin_charge:R:1
C -2.07607 -0.32056 -0.64137 -5.914 -1.904 -1.562 -0.1336
C -1.17737 -0.89793 0.33286 2.144 -1.404 -1.941 -0.3130
C 0.16404 -0.40897 0.05976 0.834 -1.009 0.002 -0.2480
C 2.26545 -0.60626 -0.25941 9.905 4.240 0.916 -0.2733
C 1.95958 0.75643 -0.43157 4.216 1.194 0.377 -0.1171
C 0.65139 0.87553 -0.16785 -5.687 0.425 1.759 -0.2628
H -2.18485 -1.37332 -1.41112 -0.554 4.005 1.354 0.1563
H -1.84019 0.65421 -1.04865 0.840 -0.534 -0.605 0.0262
H -3.18911 0.11727 -0.07677 2.714 -2.137 -1.735 0.1441
H -1.48861 -0.75023 1.24371 -1.378 2.317 5.461 0.0443
H -1.19538 -1.98292 0.53191 0.144 -0.209 -1.502 0.1263
H 1.38058 -2.34516 0.44719 -1.078 4.058 -2.445 0.2575
H 3.60727 -0.81130 0.61275 -3.828 0.116 -3.121 0.2280
H 2.67508 1.62953 -0.42978 -0.678 -1.468 -0.187 0.1144
H 0.18284 2.87261 0.01215 0.758 1.750 0.393 0.0179
H -0.65185 1.85023 1.20768 1.310 1.193 -3.365 0.1492
N 1.24324 -1.31051 -0.12447 -4.105 -5.839 4.358 0.0175
N -0.32604 2.05136 0.14298 0.357 -4.794 1.844 0.0661
```
Forces are in eV/Å.

## Properties
Kohn-Sham gap   7.849 eV


7.
C6H10N2 | the ωB97M-V functional and the def2-TZVPD basis

Geometry as XYZ:
```
18
Properties=species:S:1:pos:R:3:forces:R:3:lowdin_charge:R:1
C -1.34851 1.36776 0.14549 -0.133 2.839 4.638 -0.2069
N -0.35225 1.54261 0.95905 0.198 0.783 -2.487 0.0623
N 0.79185 1.00021 0.22431 -0.143 -0.404 3.801 -0.0521
C 1.88884 0.60329 1.13152 1.576 0.618 -0.567 -0.1147
C 1.03231 -0.39936 0.66076 -3.586 -3.131 -0.738 -0.3176
C 0.66109 -1.27480 -0.57882 1.462 3.463 -0.172 -0.1344
C -0.85305 -1.01878 -0.63199 -1.053 -1.994 -1.167 -0.2149
C -1.30562 0.41259 -0.92037 -2.517 -1.006 -1.379 -0.2363
H -2.18290 2.11017 0.46371 0.686 -2.003 -0.914 0.1358
H 1.85958 0.70030 2.19550 -0.186 0.677 0.400 0.1113
H 2.83107 0.56033 0.70309 1.946 1.022 -0.743 0.0849
H 0.51806 -0.81171 1.57598 -0.484 0.611 -1.202 0.1498
H 1.14090 -0.73863 -1.46886 -0.537 -0.969 0.964 0.1334
H 1.11067 -2.21797 -0.46855 -0.293 -1.724 -0.177 0.0791
H -1.41938 -1.58620 -1.49828 1.523 0.495 1.784 0.1405
H -1.31591 -1.31510 0.32995 0.139 -0.167 -0.518 0.1151
H -0.63446 0.86334 -1.64841 -0.507 -0.153 -0.982 0.1229
H -2.42230 0.20193 -1.17409 1.910 1.041 -0.543 0.1418
```
Forces are in eV/Å.

## Properties
Kohn-Sham gap   10.093 eV


8.
C6H10N2 | the ωB97M-V functional and the def2-TZVPD basis

Geometry as XYZ:
```
18
Properties=species:S:1:pos:R:3:forces:R:3:lowdin_charge:R:1
C 0.53633 -3.29879 0.05615 -1.074 1.972 0.326 -0.2858
C -0.06427 0.69830 0.39615 -2.711 -0.692 1.090 -0.0841
C -2.38057 1.05312 -0.33746 -2.796 -0.441 -1.527 -0.0814
C -0.61927 -2.58650 0.67344 -0.485 -1.452 -0.941 -0.0746
C 1.57928 2.03910 -0.77188 1.695 2.357 1.650 -0.1119
C 1.29645 1.10365 0.38620 0.123 1.688 -0.109 -0.2727
N 1.34267 -3.77137 -0.59863 0.765 -0.624 -0.220 0.1126
N -1.15928 1.03883 0.00126 1.836 -1.306 0.105 -0.0367
H -2.95031 0.35363 -1.06570 1.892 1.052 1.014 0.0899
H -3.04218 1.78122 0.09945 0.082 0.187 0.376 0.0407
H -0.55593 -1.54475 0.96383 1.087 0.054 0.406 0.0257
H -0.91556 -3.25631 1.50431 -0.519 0.714 -0.471 0.0834
H -1.36017 -2.49162 -0.16455 0.194 -0.725 0.930 0.0950
H 0.97785 1.85332 -1.65304 0.618 -0.541 -0.402 0.0665
H 2.74748 2.08082 -0.82586 -2.264 0.303 -0.800 0.1092
H 1.17219 3.03364 -0.40172 0.861 -0.740 -0.722 0.0891
H 1.41399 1.61083 1.39271 0.186 -0.511 -1.044 0.1457
H 1.98130 0.30288 0.34535 0.508 -1.296 0.338 0.0891
```
Forces are in eV/Å.

## Properties
Kohn-Sham gap   8.050 eV


In Ha, the DFT total energy values for the records above are, in order, -288.89811; -289.02126; -288.91133; -288.94170; -343.92445; -343.86888; -343.96609; -343.98454.